[1]
The following is a quantum chemistry calculation of the molecule C4H10N2O in a non-equilibrium geometry, from the OMol25 dataset.

The geometry in XYZ format:
```
17
C4H10N2O (wB97M-V/def2-TZVPD)
C 0.497 -1.650 -0.815
C 0.148 1.842 0.279
C -0.240 -1.963 0.441
C -1.355 1.578 0.337
N 1.420 -0.717 -1.002
N 1.826 0.216 -0.173
O 0.867 0.704 0.739
H 2.142 -0.891 -1.700
H 0.317 -2.284 -1.667
H 0.406 2.669 0.961
H 0.473 2.086 -0.735
H -0.425 -3.033 0.494
H -1.218 -1.485 0.466
H 0.320 -1.627 1.311
H -1.647 0.814 -0.386
H -1.896 2.495 0.117
H -1.634 1.248 1.333
```

Charge   0
Frontier orbital gap (alpha / beta)   8.3 / 8.3 eV
Max |F|   0.0541 Eh/bohr

These are the natural (NBO) partial charges, in e, on atoms 1 to 5: atom 1 (C): -0.062, atom 2 (C): -0.071, atom 3 (C): -0.665, atom 4 (C): -0.627, atom 5 (N): -0.241



[2]
The following is a quantum chemistry calculation of the molecule C4H10N2O in a non-equilibrium geometry, from the OMol25 dataset.

The geometry in XYZ format:
```
17
C4H10N2O (wB97M-V/def2-TZVPD)
C -1.950 -0.883 -0.113
C -1.323 0.483 0.334
N -0.174 0.221 1.288
N 0.968 0.640 0.702
C 1.866 -0.414 0.216
C 0.515 1.726 -0.177
O -0.779 1.217 -0.745
H -1.515 -1.668 0.518
H -1.673 -1.000 -1.198
H -3.098 -0.894 -0.067
H -2.024 1.086 0.801
H -0.225 0.783 2.145
H 1.559 -1.312 0.812
H 1.721 -0.657 -0.743
H 2.929 0.014 0.414
H -0.001 2.630 0.407
H 1.050 2.011 -1.070
```

Charge   0
Structure (SMILES)   C[C@H]1NN(C)CO1
Frontier orbital gap   9.9 eV
Max |F|   0.0912 Eh/bohr

These are the natural (NBO) partial charges, in e, on atoms 1 to 5: atom 1 (C): -0.648, atom 2 (C): 0.216, atom 3 (N): -0.483, atom 4 (N): -0.314, atom 5 (C): -0.407



[3]
The following is a quantum chemistry calculation of the molecule C4H10N2O in a non-equilibrium geometry, from the OMol25 dataset.

The geometry in XYZ format:
```
17
C4H10N2O (wB97M-V/def2-TZVPD)
N -2.756 -0.971 -0.342
C -1.761 -0.297 0.513
C -0.370 -0.115 -0.274
N -0.521 0.862 -1.338
C 0.679 -0.027 0.825
C 2.166 0.046 0.262
O 3.230 0.522 0.607
H -2.515 -0.797 -1.338
H -3.757 -1.079 -0.047
H -1.640 -0.810 1.462
H -2.073 0.747 0.638
H -0.232 -1.081 -0.792
H -0.155 0.686 -2.237
H -0.433 1.920 -0.959
H 0.639 -0.991 1.442
H 0.736 0.912 1.423
H 2.239 -0.559 -0.636
```

Charge   0
Structure (SMILES)   NC[C@@H](N)CC=O
Frontier orbital gap   9.6 eV
Max |F|   0.0950 Eh/bohr

These are the natural (NBO) partial charges, in e, on atoms 1 to 5: atom 1 (N): -0.901, atom 2 (C): -0.202, atom 3 (C): -0.066, atom 4 (N): -0.874, atom 5 (C): -0.528



[4]
The following is a quantum chemistry calculation of the molecule C4H10N2O, from the OMol25 dataset.

The geometry in XYZ format:
```
17
C4H10N2O (wB97M-V/def2-TZVPD)
C 0.704 0.031 -1.440
C 0.751 0.424 0.047
N 1.306 1.781 0.181
C -0.637 0.410 0.688
C -1.520 -0.737 0.220
N -1.078 -1.963 0.642
O -2.515 -0.595 -0.449
H 0.574 -1.041 -1.577
H -0.085 0.552 -1.977
H 1.657 0.296 -1.891
H 1.430 -0.275 0.543
H 0.667 2.420 0.622
H 2.228 1.824 0.596
H -1.169 1.332 0.456
H -0.558 0.377 1.780
H -1.543 -2.823 0.408
H -0.212 -2.015 1.152
```

Charge   0
Structure (SMILES)   C[C@@H](N)CC(N)=O
Frontier orbital gap   10.1 eV
Max |F|   0.0147 Eh/bohr

These are the natural (NBO) partial charges, in e, on atoms 1 to 5: atom 1 (C): -0.622, atom 2 (C): -0.037, atom 3 (N): -0.854, atom 4 (C): -0.518, atom 5 (C): 0.683



[5]
The following is a quantum chemistry calculation of the molecule C4H10N2O in a non-equilibrium geometry, from the OMol25 dataset.

The geometry in XYZ format:
```
17
C4H10N2O (wB97M-V/def2-TZVPD)
N 0.303 -2.346 -0.531
C 0.199 -1.263 0.439
C 0.297 0.068 -0.260
N -0.447 0.143 -1.489
C -0.208 1.165 0.715
C -0.386 2.654 0.424
O -0.272 3.516 1.266
H 1.231 -2.719 -0.700
H -0.267 -3.088 -0.196
H 0.913 -1.184 1.334
H -0.669 -1.344 1.060
H 1.397 0.124 -0.519
H 0.094 -0.441 -2.183
H -1.288 -0.293 -1.237
H 0.459 1.246 1.481
H -1.090 0.855 1.105
H -0.266 2.908 -0.708
```

Charge   0
Structure (SMILES)   NC[C@@H](N)CC=O
Frontier orbital gap   10.1 eV
Max |F|   0.0676 Eh/bohr

These are the natural (NBO) partial charges, in e, on atoms 1 to 5: atom 1 (N): -0.847, atom 2 (C): -0.249, atom 3 (C): -0.041, atom 4 (N): -0.822, atom 5 (C): -0.529



[6]
The following is a quantum chemistry calculation of a cluster of 2 separate species, C4H10N2O in total, from the OMol25 dataset.

The geometry in XYZ format:
```
17
C4H10N2O (wB97M-V/def2-TZVPD)
C 0.515 -2.607 -0.193
C 0.306 -1.973 0.958
C 1.078 -0.747 1.333
N 0.228 0.400 1.708
H 0.227 -3.640 -0.327
H 0.971 -2.040 -0.995
H -0.385 -2.375 1.694
H 1.766 -1.031 2.137
H 1.672 -0.435 0.472
H 0.792 1.075 2.218
H -0.484 0.098 2.365
N -1.258 2.999 -1.933
C -0.723 1.671 -1.926
O -1.393 0.690 -2.063
H -1.685 3.214 -1.038
H -1.992 3.052 -2.631
H 0.364 1.650 -1.779
```

Charge   0
Structure (SMILES)   C=CCN.NC=O
Frontier orbital gap   10.4 eV
Max |F|   0.0162 Eh/bohr

These are the natural (NBO) partial charges, in e, on atoms 1 to 5: atom 1 (C): -0.383, atom 2 (C): -0.180, atom 3 (C): -0.255, atom 4 (N): -0.831, atom 5 (H): 0.201